This record from the OMol25 dataset describes the ion C7H15N4O2 with charge +1. The level of theory is ωB97M-V/def2-TZVPD.

Geometry as XYZ:
```
28
Properties=species:S:1:pos:R:3:forces:R:3
C -1.0389 -1.7543 -0.1608 1.107 -0.392 -0.120
C 2.0548 -0.5390 -0.0044 -0.533 -1.998 0.055
C -0.6385 -0.3468 -0.4738 2.319 2.199 1.157
C 0.8906 0.2124 -0.3812 -2.833 1.786 -0.695
C -0.1647 0.6678 0.6475 -0.100 -0.900 -1.512
C -0.0478 0.2662 2.1247 -2.867 -0.056 -1.317
C -0.7876 2.0187 0.3427 -2.042 1.539 1.888
N -2.3454 -1.7870 -0.1755 1.187 -7.687 1.729
N 1.9880 -1.8406 0.1446 2.632 -0.217 0.017
N -1.5570 0.1350 -1.4526 0.798 -0.255 -0.898
N 1.3387 1.2809 -1.2211 1.545 -1.985 -3.326
O -0.3194 -2.7689 -0.0122 -0.521 0.433 -0.098
O 3.1398 0.1663 0.1177 0.480 0.556 -0.522
H 0.4435 1.0330 2.6278 1.138 1.191 0.976
H 0.4512 -0.6604 2.2062 0.617 -1.018 0.309
H -1.0678 0.1745 2.6216 1.137 0.034 -0.801
H -0.5284 2.8799 1.0298 0.078 -1.290 -0.318
H -1.8694 1.7896 0.5791 0.791 0.714 -0.139
H -0.8325 2.5339 -0.6354 0.475 -1.000 0.239
H -2.7584 -0.9820 -0.3806 -2.913 3.450 -1.257
H -2.7227 -2.7836 -0.1855 -0.007 2.293 0.187
H 1.0918 -2.5844 -0.0792 0.350 2.306 0.752
H 2.9515 -2.2061 0.3381 -1.288 -0.005 -0.053
H -1.2920 -0.2794 -2.3369 -0.501 0.291 -0.284
H -1.8641 1.0881 -1.5526 0.568 0.081 0.321
H 1.5262 1.0156 -2.2680 -0.722 0.885 2.749
H 2.9630 1.0794 -0.3717 -0.223 -1.848 0.954
H 0.9955 2.1913 -1.0884 -0.671 0.893 0.007
```
Forces are in eV/Å.

Computed properties:
charge = +1
electronic energy = -644.95859 hartree
LUMO level = -2.776 eV
energy relative to the best compared isomer or geometry (same formula, charge and spin) = 168.8 kJ/mol
Kohn-Sham gap = 10.29 eV
maximum force = 7.968 eV/Å

=====

This record from the OMol25 dataset describes a cluster of 2 separate species, C4H7N3O in total. The level of theory is ωB97M-V/def2-TZVPD.

Geometry as XYZ:
```
15
Properties=species:S:1:pos:R:3:forces:R:3
C 1.0021 -1.1010 0.3167 0.880 -0.323 0.269
C 0.2042 -0.1266 -0.2182 2.610 -2.418 3.206
C -1.7443 -0.3493 1.3725 2.565 -0.988 -2.639
C 1.9455 1.1693 -1.5678 3.637 3.182 -6.532
H 2.0053 -0.7833 0.0920 0.638 -0.604 0.011
H 1.0326 -2.0868 0.9817 -1.197 2.568 -1.610
H -1.8294 0.4420 -0.4902 0.815 -0.089 0.101
H -1.0430 -0.9932 1.9386 -0.544 0.495 0.187
H -3.2680 -0.7183 2.2254 -1.254 -1.105 2.644
H -0.2305 0.9045 -1.7548 4.722 1.142 1.591
H 3.2819 1.2960 -0.6479 -3.920 -0.607 -2.509
N -1.1131 0.0102 0.1077 -2.714 0.932 1.109
N -2.9626 -0.1350 1.5277 0.462 1.241 -2.018
N 0.7993 0.8996 -1.0167 -7.836 -1.289 -1.212
O 1.9200 1.5719 -2.8666 1.137 -2.135 7.401
```
Forces are in eV/Å.

Computed properties:
electronic energy = -395.90706 hartree
LUMO level = -0.168 eV
energy relative to the best compared isomer or geometry (same formula, charge and spin) = 633.7 kJ/mol
Kohn-Sham gap = 8.78 eV
maximum force = 8.125 eV/Å

=====

This record from the OMol25 dataset describes a structure of composition C15H15NO6ReSSe4. The level of theory is ωB97M-V/def2-TZVPD.

Geometry as XYZ:
```
43
Properties=species:S:1:pos:R:3:forces:R:3
Re 1.0960 -2.4825 0.2866 1.951 -1.486 -0.197
Se 2.9745 -1.8731 1.4345 0.407 0.161 0.150
Se 4.9222 -3.1305 0.7886 -0.096 -0.405 -0.191
Se 4.1415 -4.8261 -0.6379 0.339 0.288 0.425
Se 1.8457 -4.5813 -0.6464 -0.108 1.679 0.452
C -4.5854 -5.9777 -0.0053 0.141 -0.401 0.002
O -4.9986 -4.6247 -0.0234 0.056 0.712 -0.055
C -4.0626 -3.6613 -0.0831 0.229 0.080 0.052
C -4.5042 -2.3260 0.0693 -0.164 0.180 0.063
C -3.6109 -1.2930 0.1313 -0.260 -0.159 -0.024
C -2.2162 -1.5081 0.0486 0.813 -0.368 -0.008
C -1.2288 -0.4871 0.2444 -0.945 0.050 -0.293
C -1.5614 0.9780 0.1205 0.039 -0.266 0.246
O -0.0139 -0.7401 0.4762 0.495 0.253 -0.039
C -1.7783 -2.8504 -0.1958 -1.389 0.473 0.260
O -0.5378 -3.1691 -0.3837 -1.432 -0.837 -0.643
C -2.7155 -3.8920 -0.2613 0.184 -0.162 0.018
H -5.4947 -6.5639 0.1205 0.111 0.070 -0.027
H -3.9075 -6.1729 0.8321 -0.068 0.065 -0.063
H -4.0943 -6.2656 -0.9395 -0.062 0.075 0.035
H -5.5636 -2.1561 0.1728 -0.109 0.078 0.030
H -3.9818 -0.2925 0.2958 -0.088 0.000 -0.004
H -2.6230 1.1849 0.1683 -0.047 0.028 -0.047
H -1.1848 1.3165 -0.8473 -0.045 -0.044 -0.061
H -1.0471 1.5455 0.8956 -0.005 -0.074 0.036
H -2.3101 -4.8778 -0.4153 -0.002 -0.140 -0.031
N 2.5534 1.0404 -0.1596 0.173 1.532 0.221
C 2.6486 2.3959 -0.1372 -0.125 -1.354 -0.165
C 1.4988 3.1985 -0.1849 -0.741 1.221 0.001
C 1.6156 4.5731 -0.1587 -1.105 -1.877 -0.162
C 2.8739 5.1300 -0.1658 0.321 2.826 0.060
C 4.0248 4.3836 -0.0566 0.687 -1.876 -0.046
C 3.9109 3.0080 -0.0822 1.017 0.983 0.144
S 2.9587 6.9663 -0.1177 0.079 -1.479 -0.180
O 1.9065 7.4195 -0.9889 -0.113 0.165 0.047
O 2.6587 6.9921 1.3132 -0.020 0.298 0.133
O 4.3077 7.2982 -0.4916 0.066 0.155 0.064
H 3.3684 0.5039 0.0937 -0.089 -0.232 -0.168
H 1.6522 0.6072 -0.0301 -0.052 -0.258 -0.021
H 0.5300 2.7304 -0.2397 -0.102 -0.059 0.017
H 0.7591 5.2242 -0.1760 -0.188 0.076 -0.032
H 4.9825 4.8736 -0.0025 0.113 0.100 -0.026
H 4.7896 2.3812 -0.0617 0.135 -0.070 0.028
```
Forces are in eV/Å.

Computed properties:
electronic energy = -11168.90828 hartree
2S+1 = 2
LUMO level (alpha / beta) = -2.475 / -3.316 eV
energy relative to the best compared isomer or geometry (same formula, charge and spin) = 87.1 kJ/mol
Kohn-Sham gap (alpha / beta) = 5.67 / 4.86 eV
maximum force = 2.845 eV/Å
expectation value of S² = 1.079

=====

This record from the OMol25 dataset describes a structure of composition C14H28Cl2O2SiZr. The level of theory is ωB97M-V/def2-TZVPD.

Geometry as XYZ:
```
48
Properties=species:S:1:pos:R:3:forces:R:3
C -1.1693 -3.0460 0.3453 1.747 0.086 -0.783
C 0.1023 -3.3853 0.8841 -0.265 0.734 -1.302
C 1.0946 -2.9798 -0.0449 -1.168 -0.189 -0.086
C 0.3551 -4.0886 2.1525 0.066 -0.072 0.583
C 0.4466 -2.4503 -1.1879 -0.693 -0.198 1.103
C -0.9559 -2.5009 -0.9516 0.859 -0.117 0.766
C -2.0156 -2.0498 -1.8733 -0.769 0.274 -0.037
C -2.4570 -3.2431 1.0180 -0.663 -0.162 0.381
C 2.5535 -3.1300 0.1499 0.238 -0.034 0.279
C 1.1167 -1.9817 -2.4118 0.330 -0.145 -0.539
Zr -1.2367 1.5183 0.3909 2.584 -0.032 -0.600
Cl -0.1141 -1.5029 4.2238 -0.110 0.376 0.225
Cl -2.5505 2.9404 1.8987 -0.405 0.151 -0.022
O -0.2144 1.3017 -1.2746 0.396 -0.291 -0.132
H -0.3306 -3.7497 2.9357 0.110 -0.188 -0.043
H 1.3595 -3.8541 2.5207 -0.076 -0.134 0.095
H 0.2771 -5.1813 2.0324 0.015 -0.060 0.111
H 2.8298 -2.8320 1.1713 0.153 -0.026 -0.164
H 3.1101 -2.5106 -0.5576 0.150 0.016 0.006
H 2.8791 -4.1696 0.0180 0.231 -0.077 -0.026
H 1.9892 -1.3597 -2.1750 0.057 0.117 -0.170
H 0.4355 -1.4112 -3.0532 0.102 0.060 -0.045
H 1.4920 -2.8321 -3.0139 0.057 0.261 -0.128
H -1.6316 -1.8884 -2.8810 -0.047 0.007 -0.163
H -2.4596 -1.1049 -1.5173 -0.041 -0.346 -0.433
H -2.8288 -2.7936 -1.9323 0.054 0.146 -0.158
H -2.4124 -2.8655 2.0464 -0.140 -0.022 -0.008
H -2.7229 -4.3086 1.0724 -0.209 -0.049 0.090
H -3.2673 -2.7256 0.4888 -0.003 -0.036 0.103
H 0.4060 0.7460 -1.8022 -0.950 0.561 0.806
O -2.7151 0.4739 -0.1538 -2.686 -0.247 0.047
H -3.6869 0.4674 -0.0849 0.817 -0.430 0.117
C 1.8952 3.6774 -1.2198 0.290 0.074 -0.329
Si 0.7186 3.9864 0.2082 0.262 -1.382 0.647
C 1.3031 5.5276 1.0881 -0.063 0.641 0.123
C -0.9778 4.3266 -0.5697 -0.268 0.478 -0.143
C 0.6042 2.5070 1.3504 0.277 0.139 0.508
H 2.4140 4.6066 -1.5020 -0.064 -0.179 0.016
H 1.3679 3.2972 -2.1041 0.113 0.032 0.228
H 2.6553 2.9364 -0.9335 -0.181 0.174 -0.083
H 1.2681 6.4075 0.4273 0.024 -0.094 0.134
H 0.6843 5.7413 1.9700 0.122 -0.051 -0.150
H 2.3434 5.4067 1.4285 -0.298 -0.072 -0.111
H -1.4948 3.4997 -1.1145 0.289 0.499 0.165
H -1.6787 4.7746 0.1444 0.144 -0.127 -0.236
H -0.7362 5.0794 -1.3334 -0.261 -0.163 -0.139
H 1.5307 1.9090 1.3280 -0.211 0.174 -0.101
H 0.4245 2.8143 2.3982 0.081 -0.075 -0.403
```
Forces are in eV/Å.

Computed properties:
charge = -2
electronic energy = -1957.76060 hartree
LUMO level = 4.371 eV
Kohn-Sham gap = 3.92 eV
maximum force = 2.698 eV/Å

=====

This record from the OMol25 dataset describes a structure of composition C21H15ClMgN3O6S. The level of theory is ωB97M-V/def2-TZVPD.

Geometry as XYZ:
```
48
Properties=species:S:1:pos:R:3:forces:R:3
Mg -0.4617 -0.2348 0.2023 0.770 0.475 0.170
Cl 6.2947 1.6527 -1.2890 -0.024 -0.009 0.009
C 4.7780 1.1272 -0.5444 0.012 0.008 0.001
C 4.7966 0.1039 0.3860 0.037 -0.001 -0.007
C 3.5938 -0.2876 0.9647 0.007 0.014 0.013
C 2.3516 0.2957 0.6439 0.050 0.118 -0.019
O 1.2674 -0.1164 1.2181 0.162 -0.089 0.187
C 2.3703 1.3740 -0.3289 -0.101 0.010 -0.021
C 1.2030 2.1293 -0.6722 0.073 -0.018 0.079
N -0.0126 1.7979 -0.2400 0.005 0.060 -0.078
C -1.0692 2.6289 -0.2463 0.028 0.043 0.026
C -1.1515 3.9092 -0.8286 -0.015 -0.016 0.007
C -2.3145 4.6739 -0.7117 -0.005 -0.016 0.010
C -3.4201 4.2372 -0.0169 -0.011 -0.004 0.013
C -3.3795 2.9620 0.6152 0.019 0.012 -0.015
C -4.4461 2.4283 1.3629 -0.006 0.007 0.004
C -4.3288 1.1954 1.9507 -0.037 0.014 -0.002
C -3.1329 0.4840 1.7967 0.068 -0.059 0.011
N -2.1108 0.9568 1.1167 -0.202 0.290 -0.027
C -2.2176 2.1638 0.5090 0.024 -0.007 0.000
C 3.5993 1.7533 -0.8939 0.039 0.004 -0.012
H 5.7288 -0.3774 0.6543 -0.001 0.001 -0.001
H 3.5887 -1.0796 1.7059 0.001 0.016 0.014
H 1.3679 3.0480 -1.2379 0.005 0.004 -0.001
H -0.3119 4.3010 -1.3865 -0.002 0.012 0.002
H -2.3446 5.6499 -1.1881 0.010 -0.002 -0.007
H -4.3153 4.8439 0.0615 -0.002 -0.004 -0.004
H -5.3636 3.0024 1.4533 0.003 0.002 0.000
H -5.1489 0.7528 2.5011 0.012 -0.006 0.009
H -3.0101 -0.5113 2.2041 -0.011 -0.016 -0.017
H 3.6148 2.5612 -1.6172 0.002 -0.005 0.000
O -1.7981 -0.6961 -1.2021 -0.376 -0.242 -0.086
S -2.2228 -1.9511 -0.4786 -0.350 -0.432 -0.095
O -3.6249 -1.8739 -0.0742 0.016 -0.029 -0.013
O -1.3290 -1.9433 0.7640 -0.105 -0.110 -0.139
O -1.9300 -3.1389 -1.2839 0.015 0.010 -0.002
O 0.9429 -1.5033 -1.2488 -0.026 0.114 -0.098
N 1.1038 -2.7201 -0.8767 -0.047 0.017 0.099
C 1.4782 -2.9978 0.3926 0.058 -0.134 0.058
C 1.6549 -4.3028 0.7977 -0.018 -0.005 -0.038
C 1.4414 -5.3469 -0.0878 -0.006 -0.014 -0.012
C 1.0312 -5.0372 -1.3758 0.023 -0.019 0.058
C 0.8545 -3.7238 -1.7436 -0.038 -0.043 -0.077
H 1.5906 -2.1219 1.0188 -0.059 0.004 -0.001
H 1.9430 -4.4852 1.8240 0.011 0.006 0.002
H 1.5648 -6.3758 0.2244 0.002 -0.004 -0.005
H 0.8079 -5.8109 -2.0973 -0.005 0.008 -0.010
H 0.4765 -3.3965 -2.6975 -0.005 0.036 0.016
```
Forces are in eV/Å.

Computed properties:
charge = -2
electronic energy = -2483.61882 hartree
2S+1 = 2
LUMO level (alpha / beta) = 4.532 / 4.532 eV
energy relative to the best compared isomer or geometry (same formula, charge and spin) = 6.6 kJ/mol
Kohn-Sham gap (alpha / beta) = 3.94 / 6.12 eV
maximum force = 0.921 eV/Å
expectation value of S² = 0.802

=====

> Look up the maximum force of the third one.

2.845 eV/Å

=====

> What is the maximum force in the first record?

7.968 eV/Å